70
Properties=species:S:1:pos:R:3:forces:R:3:lowdin_charge:R:1 method="wB97M-V/def2-TZVPD" e_lumo_ev=-7.01 molar_mass_g_mol=451.96 e_tot_ha=-1786.628370 gap_ev=4.3 total_charge=+1
C -0.558 3.645 -3.705 -0.1 -0.4 -0.2 -0.071
C -0.974 2.296 -4.347 -0.8 0.7 0.1 -0.279
O -0.676 1.188 -3.503 0.5 0.1 -0.8 -0.168
C 0.633 0.670 -3.741 0.0 -0.6 0.8 -0.224
C 1.360 0.486 -2.394 0.9 0.0 -0.6 -0.160
C 2.790 -0.072 -2.628 0.2 0.6 0.1 -0.192
C 3.730 0.104 -1.407 0.3 -0.4 -0.7 -0.191
C 3.433 -0.847 -0.220 0.3 0.1 0.0 -0.139
C 2.307 -0.398 0.706 -0.3 0.1 0.2 -0.122
C 2.442 0.697 1.555 -0.5 -0.1 0.2 -0.131
Si 3.979 1.823 1.665 0.6 1.2 0.4 0.593
C 5.638 0.914 1.618 -0.5 -0.2 -0.6 -0.177
C 3.879 2.745 3.340 -0.5 -0.7 -0.6 -0.189
C 3.918 3.214 0.350 -0.2 -0.7 0.0 -0.166
C 1.349 1.049 2.447 0.3 -1.0 -0.8 -0.033
C 0.208 0.301 2.437 -0.3 0.1 0.5 -0.109
C 0.008 -0.807 1.582 0.2 1.5 1.6 -0.236
N -1.189 -1.484 1.679 0.8 -0.2 -1.8 -0.010
C -1.199 -2.533 0.839 -1.4 -0.7 0.1 -0.097
C -0.166 -2.883 -0.056 0.3 0.1 0.2 -0.069
N 0.975 -2.212 -0.137 -1.2 0.0 0.7 0.177
C 1.074 -1.161 0.713 0.9 -0.1 -0.5 -0.147
H -0.651 3.530 -2.611 0.2 0.1 -0.4 0.079
H -1.244 4.452 -4.016 0.4 -0.3 0.0 0.073
H 0.469 3.924 -3.994 -0.3 0.0 0.3 0.071
H -2.071 2.316 -4.483 0.4 -0.2 0.2 0.113
H -0.552 2.169 -5.361 0.0 0.0 0.4 0.116
H 0.570 -0.336 -4.208 -0.1 0.5 -0.1 0.129
H 1.200 1.332 -4.421 -0.1 -0.2 0.4 0.124
H 0.810 -0.203 -1.739 -0.1 0.5 -0.2 0.094
H 1.481 1.476 -1.914 -0.3 -0.4 0.0 0.121
H 3.232 0.529 -3.449 -0.1 -0.3 0.3 0.117
H 2.825 -1.124 -2.960 -0.3 0.3 0.1 0.117
H 4.753 -0.142 -1.757 -0.4 0.1 0.2 0.121
H 3.752 1.171 -1.149 0.0 -0.4 0.2 0.071
H 3.269 -1.849 -0.649 -0.2 0.4 0.3 0.112
H 4.342 -0.956 0.398 -0.4 0.2 -0.2 0.095
H 6.390 1.509 2.159 -0.2 -0.4 -0.1 0.041
H 5.962 0.791 0.567 0.0 0.1 0.5 0.034
H 5.510 -0.099 2.031 0.4 0.4 0.2 0.034
H 4.863 3.164 3.593 -0.4 -0.1 0.0 0.038
H 3.134 3.550 3.214 0.4 -0.2 0.3 0.033
H 3.526 2.042 4.116 0.3 0.5 0.0 0.033
H 4.926 3.307 -0.089 -0.4 0.2 0.1 0.041
H 3.200 2.965 -0.452 0.3 0.3 0.3 0.016
H 3.593 4.154 0.818 0.2 -0.2 -0.2 0.033
H 1.414 1.876 3.154 0.1 -0.2 -0.4 0.110
H -0.587 0.586 3.157 0.3 -0.3 -0.3 0.094
H -2.092 -3.173 0.851 0.3 0.4 -0.1 0.119
H -0.304 -3.745 -0.715 0.0 0.3 0.3 0.127
F -0.934 1.952 0.879 -2.1 -1.4 0.7 -0.537
Mg -2.742 0.015 1.967 2.8 0.9 -1.2 1.353
C -2.091 -3.747 5.453 0.1 0.1 -0.3 -0.146
O -1.285 -2.575 5.330 -0.2 0.2 0.0 -0.133
H -2.279 -3.924 6.509 0.0 0.1 0.0 0.085
H -3.046 -3.608 4.938 -0.1 -0.2 0.1 0.069
H -1.569 -4.609 5.033 -0.1 -0.1 0.1 0.081
H -1.126 -2.435 4.392 0.2 -0.1 0.1 0.035
C -7.484 -0.790 -1.224 -0.1 0.1 0.1 -0.057
C -6.825 -1.918 -0.445 0.0 0.0 -0.7 -0.509
C -5.375 -2.114 -0.873 0.2 -0.1 0.3 -0.069
O -7.545 -3.125 -0.647 0.1 0.0 0.4 -0.038
H -7.494 -1.013 -2.294 0.1 0.0 0.0 0.088
H -8.522 -0.669 -0.914 0.0 0.0 0.1 0.087
H -6.962 0.157 -1.071 0.0 0.0 -0.1 0.078
H -6.867 -1.699 0.625 -0.1 -0.2 0.0 0.132
H -5.312 -2.380 -1.930 0.0 0.2 0.0 0.090
H -4.917 -2.933 -0.313 -0.1 0.0 0.0 0.071
H -4.787 -1.203 -0.710 0.0 0.1 -0.1 0.059
H -7.521 -3.335 -1.588 -0.1 0.0 0.0 0.096


56
Properties=species:S:1:pos:R:3:forces:R:3:lowdin_charge:R:1 method="wB97M-V/def2-TZVPD" e_lumo_ev=1.19 molar_mass_g_mol=515.31 e_tot_ha=-2691.096224 gap_ev=5.1 total_charge=-1
C 0.735 0.753 -2.290 0.0 0.2 0.2 -0.174
C -0.099 0.201 -1.162 0.1 0.2 0.0 -0.811
Cl -1.156 -1.132 -1.674 0.0 -0.1 0.0 0.568
C -0.056 0.653 0.085 0.0 -0.1 -0.2 -0.855
P 1.125 2.106 0.773 0.3 0.2 0.2 0.205
Cl -1.084 -0.061 1.300 -0.1 -0.1 0.1 0.539
H 0.270 0.542 -3.253 0.0 0.0 0.0 0.048
H 1.748 0.340 -2.268 -0.1 -0.1 -0.1 0.069
H 0.826 1.838 -2.166 0.0 -0.2 0.0 0.050
H 1.657 1.113 1.737 -0.1 0.0 0.0 -0.074
H 0.067 2.447 1.720 0.0 0.0 -0.1 -0.083
H 0.547 3.019 -0.239 0.0 0.0 0.0 -0.072
H 2.157 1.697 -0.193 -0.1 0.0 0.0 -0.075
H 1.996 3.166 1.291 0.0 0.0 0.0 -0.114
C 6.874 5.808 0.001 0.0 0.0 0.0 -0.085
C 5.833 6.679 -0.295 0.0 0.0 0.0 -0.075
C 4.656 6.630 0.435 0.0 0.1 -0.1 -0.005
C 4.551 5.707 1.457 0.0 0.0 0.0 -0.143
C 5.569 4.826 1.766 0.1 -0.1 0.0 0.001
C 6.740 4.882 1.027 0.0 0.0 0.0 -0.072
N 3.301 5.648 2.241 0.0 -0.1 -0.2 -0.360
O 2.404 6.398 1.914 0.0 0.1 0.1 0.071
O 3.255 4.854 3.150 0.0 0.1 0.2 0.074
H 7.790 5.847 -0.575 0.0 0.0 0.0 0.101
H 5.934 7.394 -1.100 0.0 0.0 0.0 0.102
H 3.830 7.289 0.218 0.0 0.0 0.0 0.117
H 5.435 4.106 2.559 -0.1 0.0 0.0 0.121
H 7.546 4.196 1.249 0.0 0.0 0.0 0.104
C -0.402 -3.184 4.188 0.0 0.0 0.0 -0.056
C -1.605 -2.552 3.903 0.1 0.0 0.0 -0.055
C -2.762 -2.932 4.565 0.0 0.1 -0.1 0.005
C -2.684 -3.947 5.502 0.0 0.0 0.0 -0.155
C -1.498 -4.592 5.800 0.1 0.0 0.0 -0.015
C -0.349 -4.202 5.132 0.0 0.0 0.0 -0.071
N -3.907 -4.356 6.213 0.0 0.0 0.0 -0.357
O -4.945 -3.793 5.930 0.0 0.0 0.0 0.071
O -3.809 -5.230 7.053 0.0 -0.1 0.0 0.061
H 0.495 -2.875 3.668 0.0 0.0 0.0 0.114
H -1.625 -1.763 3.165 -0.1 0.0 0.0 0.038
H -3.706 -2.452 4.357 0.0 0.0 0.0 0.120
H -1.479 -5.380 6.538 -0.1 0.0 0.0 0.113
H 0.589 -4.694 5.350 0.0 0.0 0.0 0.104
C -4.211 -1.522 -4.852 0.0 0.0 0.0 -0.061
C -3.361 -2.431 -4.236 -0.1 0.0 0.0 -0.061
C -3.139 -3.671 -4.812 0.0 0.0 0.1 0.006
C -3.780 -3.972 -6.001 0.0 0.0 0.0 -0.153
C -4.632 -3.084 -6.631 -0.1 0.1 0.0 -0.014
C -4.845 -1.847 -6.044 0.0 0.0 0.0 -0.071
N -3.546 -5.287 -6.624 0.1 0.0 0.0 -0.357
O -2.810 -6.063 -6.052 0.0 0.0 0.0 0.074
O -4.098 -5.517 -7.683 0.0 0.0 0.0 0.063
H -4.374 -0.554 -4.398 0.0 0.0 0.0 0.111
H -2.869 -2.162 -3.311 0.0 0.0 0.0 0.035
H -2.480 -4.391 -4.350 0.0 0.0 0.0 0.121
H -5.113 -3.357 -7.557 0.0 0.0 0.0 0.114
H -5.507 -1.137 -6.521 0.0 0.0 0.0 0.104


22
Properties=species:S:1:pos:R:3:forces:R:3:lowdin_charge:R:1 method="wB97M-V/def2-TZVPD" e_lumo_ev=2.28 molar_mass_g_mol=197.08 e_tot_ha=-1076.100348 gap_ev=5.9 total_charge=-1
Na -25.859 11.762 5.111 -0.5 -0.2 1.5 0.568
O -28.043 11.059 4.678 1.1 0.2 -0.2 -0.554
H -27.844 11.109 3.734 -0.4 -0.1 -0.2 -0.175
O -24.877 11.795 7.331 0.2 0.1 -1.5 -0.570
H -25.278 11.820 8.191 -0.3 0.0 0.4 -0.196
C -26.930 9.642 10.445 0.2 0.8 0.9 -0.102
O -26.941 8.232 10.256 -0.4 -0.1 -0.6 -0.215
P -26.408 7.689 8.850 0.8 0.3 -0.1 0.357
O -24.959 7.891 8.681 -0.6 -0.6 0.0 -0.231
O -26.921 6.166 8.926 -0.2 -0.3 -0.5 -0.212
C -26.491 5.327 9.974 0.3 0.5 1.8 -0.137
O -27.321 8.347 7.758 -0.2 -0.2 0.8 -0.212
C -27.181 8.150 6.324 -0.5 0.5 0.6 -0.043
H -27.946 10.021 10.561 -0.1 -0.2 -0.4 0.087
H -26.383 10.187 9.681 -0.1 -0.1 -0.4 0.079
H -26.436 9.894 11.387 0.1 -0.4 0.0 0.084
H -26.404 4.257 9.795 0.1 0.2 -1.1 0.080
H -27.177 5.358 10.828 -0.3 0.4 -0.2 0.081
H -25.560 5.712 10.395 0.3 -0.3 -0.2 0.082
H -28.141 7.729 6.025 0.3 -0.4 -0.2 0.087
H -26.322 7.502 6.174 0.0 0.1 -0.5 0.084
H -27.154 9.138 5.843 0.4 -0.2 0.1 0.058


34
Properties=species:S:1:pos:R:3:forces:R:3:lowdin_charge:R:1 method="wB97M-V/def2-TZVPD" e_lumo_ev=0.41 molar_mass_g_mol=217.27 e_tot_ha=-744.083086 gap_ev=9.8
C -0.671 -0.468 -0.791 -3.0 0.7 0.4 -0.447
C -1.110 1.048 -0.779 -0.7 1.1 2.3 -0.463
C 0.486 -0.531 0.082 3.6 0.4 2.9 -0.197
C 1.364 -1.902 -0.002 -2.3 2.8 -2.8 -0.254
C 2.665 -1.956 0.793 0.7 -1.6 -5.1 -0.215
C 2.804 -3.505 0.481 1.2 -3.8 2.6 -0.277
C -2.287 3.094 0.430 1.0 -2.8 -4.0 -0.195
C -1.041 4.246 0.673 -0.3 -5.7 -4.4 -0.430
C -3.418 2.844 1.399 0.9 3.0 1.7 -0.100
H -1.407 -1.368 -2.574 2.3 1.5 1.0 0.128
H -0.108 -0.139 -2.709 -1.1 -1.4 0.6 0.104
H -1.391 -0.992 -0.042 0.1 0.1 -2.7 0.159
H 1.364 0.234 -0.171 -2.2 -0.7 0.9 0.153
H -0.258 -0.305 1.187 3.8 -0.7 -2.4 0.175
H 1.881 -1.937 -1.159 -2.5 0.1 3.0 0.164
H 0.503 -2.730 0.141 2.6 1.3 -0.2 0.151
H 3.573 -1.242 0.484 -1.9 -1.7 -0.9 0.151
H 2.682 -1.581 1.718 -0.8 0.0 4.4 0.041
H 3.735 -3.999 0.998 -1.2 1.1 -1.4 0.117
H 2.004 -4.034 1.115 0.9 1.0 -0.9 0.106
H 1.700 -4.158 -1.317 1.6 0.5 0.2 0.068
H 3.395 -3.768 -1.415 0.7 0.6 -2.0 0.017
H -1.502 0.977 1.268 -0.7 2.5 -2.2 0.151
H -2.794 3.051 -0.652 1.7 0.9 2.0 0.167
H -2.740 2.632 2.303 -2.2 0.4 -0.2 0.104
H -4.153 3.774 1.442 1.8 -1.8 0.5 0.127
H -4.036 2.015 1.112 0.1 -0.5 -0.2 0.061
H 0.067 3.436 -1.050 -0.9 2.0 3.8 0.187
N -0.501 -0.942 -2.141 -1.3 -0.4 -1.2 0.038
N 2.670 -4.208 -0.934 -1.2 0.8 3.9 -0.016
N -1.586 1.650 0.392 0.4 -1.7 1.2 0.044
O -0.973 1.771 -1.735 0.5 0.2 -1.9 0.021
O -1.032 4.934 1.585 0.0 2.9 3.0 0.165
O 0.117 4.061 -0.134 -1.7 -1.4 -2.1 -0.009